C18H35N2O10PPd | ωB97M-V/def2-TZVPD

Structure (ORCA input):
```
! RIJCOSX wB97M-V def2-TZVPD def2/J DEFGRID3
* xyz -2 1
Pd 1.4085 -0.0812 1.1798
O 0.5814 3.6009 1.2789
C 1.6300 3.1593 2.0271
O 2.2603 2.1962 1.6824
C 1.8639 4.0839 3.1913
O 2.7458 3.5129 4.1012
C 2.8569 4.2705 5.3042
C 3.0596 5.8106 5.1703
O 2.6443 6.4551 6.1587
O 3.6235 6.2183 4.1360
H 0.5300 2.9701 0.5414
H 0.8867 4.3181 3.6390
H 2.2547 5.0299 2.7973
H 3.7560 3.8878 5.7924
H 1.9979 4.0720 5.9547
C -2.0269 -1.4506 -2.3935
C -0.9075 -2.4542 -2.1378
C -0.7545 -3.3941 -3.3323
C -1.1977 -3.2432 -0.8630
O 0.2696 -1.6556 -2.0156
P 1.6060 -2.2126 -1.2681
O 1.9868 -3.5531 -1.8034
O 1.4638 -2.0703 0.2171
O 2.5610 -1.0483 -1.8726
C 3.9882 -1.0686 -1.7260
C 4.3978 0.3981 -1.7635
C 4.4340 -1.6919 -0.4059
C 4.5680 -1.8407 -2.9072
H -2.9780 -1.9688 -2.5466
H -1.7986 -0.8573 -3.2815
H -2.1170 -0.7740 -1.5419
H -1.6543 -4.0047 -3.4556
H 0.1098 -4.0380 -3.1750
H -0.5931 -2.8116 -4.2424
H -2.1666 -3.7422 -0.9645
H -1.2151 -2.5832 0.0048
H -0.4295 -3.9990 -0.6968
H 3.9496 0.9226 -0.9185
H 4.0430 0.8601 -2.6871
H 5.4854 0.4944 -1.7113
H 3.9415 -1.1970 0.4328
H 5.5177 -1.5812 -0.3092
H 4.1804 -2.7523 -0.3710
H 4.2840 -1.3550 -3.8437
H 4.1673 -2.8547 -2.9055
H 5.6592 -1.8782 -2.8430
C -4.5085 -2.4451 1.0361
N -4.3882 -1.0475 0.6819
C -5.1996 -0.5974 -0.4259
C -5.2930 0.9129 -0.3689
C -3.8963 1.4915 -0.4783
N -2.9328 0.7627 0.3226
C -1.6178 1.3842 0.4041
C -3.1586 -0.4370 0.9415
O -2.3445 -0.9449 1.6899
H -5.5302 -2.6536 1.3652
H -3.8123 -2.6628 1.8400
H -4.2720 -3.0997 0.1888
H -6.1882 -1.0535 -0.3280
H -4.7830 -0.9179 -1.3922
H -5.7500 1.1988 0.5812
H -5.9145 1.2999 -1.1786
H -3.8942 2.5384 -0.1564
H -3.5703 1.4825 -1.5281
H -1.5776 2.1144 1.2150
H -1.4581 1.9039 -0.5465
H -0.7839 0.6712 0.5098
*
```

The calculation puts the energy above the lowest of the compared OMol25 structures with the same formula, charge and spin at 0.0 kJ/mol. As for the total energy: -55463.104 eV. For the HOMO energy, the calculation gives -1.00 eV.

Atom charges from the Mulliken analysis, given in e for atoms 1 to 5: Pd -0.092; O -0.509; C 0.601; O -0.610; C -0.437